1 | DFT (ωB97M-V/def2-TZVPD) results for an isolated molecule of C2H2N2O3S.

Each line ends with the Löwdin charge.
Cartesian coordinates (Å):
H  -1.77  1.97  -0.01  0.06
N  -0.75  2.11  -0.09  0.19
C  -0.13  1.06  0.13  -0.50
O  1.25  0.99  -0.02  0.17
C  1.66  -0.29  -0.06  -0.51
O  2.75  -0.68  -0.18  0.21
O  0.54  -1.11  0.18  0.01
N  -0.55  -0.26  0.49  -0.39
S  -2.00  -0.76  -0.25  0.89
H  -2.59  -1.06  0.89  -0.13

Results
LUMO level (eV): 0.2
E_HOMO (eV): -10.4320
SMILES: [H]/N=c1/oc(=O)on1S
Net charge: 0
Orbital gap (eV): 10.6

---

2 | DFT (ωB97M-V/def2-TZVPD) results for an isolated molecule of C2H2N2O3S.

Each line ends with the Löwdin charge.
Cartesian coordinates (Å):
O  0.41  -2.35  0.70  0.16
C  0.51  -1.20  0.37  -0.52
C  -0.30  -0.41  -0.78  -0.08
S  -0.36  1.21  0.20  0.65
O  -0.22  2.32  -0.69  -0.29
O  -1.45  1.11  1.13  -0.28
N  1.20  0.96  0.96  0.05
N  1.40  -0.38  0.90  0.09
H  0.04  -0.34  -1.82  0.11
H  -1.24  -0.93  -0.97  0.10

Results
LUMO level (eV): -2.9
E_HOMO (eV): -10.9229
SMILES: O=C1CS(=O)(=O)N=N1
Net charge: 0
Orbital gap (eV): 8.0

---

Which structure above is the least stable one? 2 is the least stable one.